No. 1
This record from the OMol25 dataset describes a molecular structure, C26H21KN11O2PS. The level of theory is wB97M-V/def2-TZVPD.

The geometry in XYZ format:
```
63
Properties=species:S:1:pos:R:3:nbo_charge:R:1
K -0.30094 -3.32974 -1.11703 0.908
O -2.28360 -3.11678 2.67132 -0.713
C -1.37049 -2.76052 1.92646 0.783
O -1.43345 -2.42060 0.70025 -0.839
C 0.09193 -2.66448 2.44120 -0.840
P 0.82176 -1.61867 1.10739 0.857
C 2.53835 -1.32014 1.75988 -0.331
C 3.15355 -2.12577 2.71701 -0.228
C 4.46944 -1.90432 3.10438 -0.217
C 5.20161 -0.87627 2.53242 -0.244
C 4.61298 -0.08149 1.55586 -0.222
C 3.30220 -0.30772 1.17233 -0.155
C 0.07934 -0.03343 1.69594 -0.209
C 0.56012 0.63241 2.82389 -0.235
C -0.07826 1.76377 3.30698 -0.234
C -1.23053 2.22578 2.68899 -0.230
C -1.71571 1.57241 1.56634 -0.215
C -1.05450 0.46360 1.05955 -0.219
H 0.52879 -3.66596 2.44701 0.238
H 0.16643 -2.22985 3.43788 0.222
H 2.60076 -2.94067 3.16598 0.213
H 4.92191 -2.53853 3.85838 0.198
H 6.22659 -0.70032 2.83742 0.195
H 5.18865 0.71013 1.09011 0.198
H 2.85446 0.30666 0.39778 0.208
H 1.43828 0.26232 3.33780 0.214
H 0.31901 2.27936 4.17430 0.196
H -1.74950 3.08844 3.08310 0.197
H -2.61974 1.93090 1.08969 0.201
H -1.43183 -0.05519 0.18977 0.241
N 2.30949 -4.59133 -3.48692 -0.614
C 2.03409 -3.24255 -3.64816 0.412
N 2.82769 -2.46761 -4.39403 -0.428
N 2.26453 -1.25563 -4.33555 -0.155
N 1.19705 -1.30509 -3.60065 -0.202
N 1.00876 -2.55997 -3.13903 -0.474
C 1.76948 -5.41726 -2.50927 0.391
N 2.50900 -6.34292 -1.89460 -0.424
N 1.64786 -6.97561 -1.08610 -0.165
N 0.46432 -6.45741 -1.21395 -0.181
N 0.49375 -5.46326 -2.12377 -0.473
H 3.26650 -4.81621 -3.69932 0.398
S -3.23495 4.04929 -2.74427 0.223
C -2.77430 2.32976 -2.45407 -0.147
C -1.48598 1.88628 -2.69473 -0.252
C -1.24660 0.51168 -2.71161 0.035
N -2.20579 -0.38682 -2.49109 -0.396
C -3.41690 0.05720 -2.17284 0.043
C -3.76217 1.40380 -2.14902 -0.281
C -2.93996 4.88020 -1.19454 -0.130
C -1.71788 5.48620 -0.93945 -0.250
C -1.59393 6.26601 0.19985 0.037
N -2.58413 6.47862 1.06231 -0.420
C -3.74090 5.86569 0.82058 0.031
C -3.97310 5.06238 -0.28360 -0.258
H -0.69322 2.58273 -2.93223 0.222
H -0.27271 0.10165 -2.98369 0.274
H -4.16723 -0.70204 -1.97554 0.195
H -4.77979 1.71582 -1.95682 0.216
H -0.89100 5.36107 -1.62438 0.231
H -0.65647 6.76156 0.42859 0.190
H -4.52565 6.03779 1.55031 0.187
H -4.93748 4.60063 -0.44479 0.227
```

Output
* net charge: -2
* energy relative to the best compared isomer or geometry (same formula, charge and spin): 34.37 kcal per mole
* LUMO level: 3.383 eV
* orbital gap: 5.4 eV
* E_HOMO: -1.98 eV

No. 2
This record from the OMol25 dataset describes a molecular structure, C26H21N3O4Pt. The level of theory is wB97M-V/def2-TZVPD.

The geometry in XYZ format:
```
55
Properties=species:S:1:pos:R:3:lowdin_spin:R:1
Pt 1.41276 -0.35492 0.14278 0.644
O 4.11095 5.24444 2.88106 0.012
C 4.55502 4.66970 1.86790 0.008
O 5.49480 4.96508 1.10167 0.005
C 3.77254 3.42364 1.44977 0.084
C 2.68232 2.99364 2.18903 -0.022
C 1.97952 1.85344 1.82029 0.109
N 2.44020 1.16890 0.72169 0.172
C 3.46972 1.59470 -0.07980 0.085
C 4.15052 2.72134 0.29748 -0.021
C 3.66354 0.75667 -1.23952 0.041
C 4.65104 0.94316 -2.20566 0.016
C 4.75874 0.05894 -3.24812 0.030
C 3.88021 -1.02891 -3.33669 0.030
C 2.91982 -1.17349 -2.37771 0.020
N 2.80280 -0.30175 -1.35288 0.055
C 0.84410 1.24673 2.43489 0.106
C 0.17946 1.74175 3.56701 0.028
C -0.85880 1.04020 4.10975 0.070
C -1.25379 -0.19067 3.53975 0.066
C -0.60683 -0.64195 2.42995 0.035
N 0.40798 0.05998 1.86124 0.128
H 2.42092 3.59561 3.05278 -0.003
H 4.98617 3.12573 -0.26302 -0.002
H 5.31985 1.78750 -2.11219 0.000
H 5.52282 0.20359 -4.00116 0.001
H 3.94428 -1.74879 -4.13977 0.001
H 2.20188 -1.98127 -2.39196 0.000
H 0.50588 2.68034 3.99559 0.000
H -1.37254 1.42851 4.98050 0.003
H -2.05549 -0.77955 3.96253 0.003
H -0.87292 -1.56753 1.94030 0.000
C -6.39014 -2.49163 -1.02110 0.000
C -4.94265 -2.07760 -0.98932 0.002
C -4.56427 -0.80643 -0.57699 0.000
C -3.23324 -0.40228 -0.54485 0.002
C -2.91836 1.00594 -0.09170 0.002
C -2.25659 -1.33638 -0.91808 0.005
C -2.60513 -2.63034 -1.34119 0.003
C -1.59327 -3.66800 -1.77589 0.000
C -3.94851 -2.97044 -1.37364 0.000
C -0.83724 -0.96090 -0.83227 0.010
O 0.03102 -1.81770 -0.43342 0.013
O -0.41708 0.21806 -1.04887 0.256
H -7.05108 -1.64094 -0.86253 0.000
H -6.60130 -3.23070 -0.24467 0.000
H -6.64467 -2.94710 -1.97897 0.000
H -5.32944 -0.09914 -0.27505 0.000
H -3.79795 1.43625 0.38305 0.000
H -2.63109 1.64307 -0.92916 0.001
H -2.09519 1.03861 0.62188 0.000
H -0.74940 -3.23798 -2.31536 0.000
H -2.07690 -4.40082 -2.42045 0.000
H -1.17881 -4.19475 -0.91500 0.000
H -4.22616 -3.96358 -1.71390 0.000
```

Output
* net charge: 0
* LUMO level (spin up / spin down): -1.212 / -2.873 eV
* multiplicity: 3
* orbital gap (spin up / spin down): 4.8 / 4.8 eV
* E_HOMO (spin up / spin down): -6.01 / -7.65 eV

No. 3
This record from the OMol25 dataset describes a molecular structure, C26H21N7O3PtS2. The level of theory is wB97M-V/def2-TZVPD.

The geometry in XYZ format:
```
60
Properties=species:S:1:pos:R:3:nbo_charge:R:1
Pt 0.93121 -0.62811 -0.51896 0.953
O 2.84823 -0.87980 -1.05245 -0.735
C 3.79251 -0.00323 -0.82049 0.387
C 5.12126 -0.47837 -0.76539 -0.269
C 6.19310 0.36555 -0.60259 -0.177
C 5.99710 1.74298 -0.46757 -0.279
C 4.71010 2.22577 -0.48349 -0.167
C 3.59972 1.38635 -0.65282 -0.184
C 2.26066 1.95736 -0.68071 0.412
N 1.14505 1.34298 -1.05459 -0.504
C 0.10704 2.25505 -0.94764 -0.065
C 0.60717 3.43900 -0.53591 -0.093
N 1.96592 3.23602 -0.37292 -0.509
H 5.25980 -1.54717 -0.86994 0.217
H 7.19753 -0.03953 -0.58160 0.212
H 6.83523 2.41826 -0.36429 0.213
H 4.56284 3.29598 -0.38484 0.185
H -0.90511 1.99554 -1.20870 0.247
H 0.13483 4.38593 -0.34651 0.227
H 2.62152 3.91283 -0.02659 0.422
N -4.48971 4.33246 -2.48362 -0.798
C -4.09077 3.07109 -2.06514 0.186
C -4.30994 2.66017 -0.74633 -0.296
C -3.84091 1.43885 -0.30250 -0.092
C -3.15264 0.60928 -1.17975 -0.425
C -2.93928 0.99448 -2.49761 -0.155
C -3.41007 2.21792 -2.93857 -0.283
S -2.39225 -0.85759 -0.58266 2.353
O -1.97167 -1.62045 -1.72287 -0.954
O -3.24529 -1.46590 0.39620 -0.940
N -1.02151 -0.30705 0.12050 -0.948
C -0.92943 0.04031 1.45544 0.556
N 0.33589 -0.00865 1.89886 -0.535
C 0.55649 0.25499 3.17536 0.102
C -0.47355 0.58106 4.04506 -0.361
C -1.73701 0.64496 3.48110 0.097
N -1.98279 0.39085 2.19907 -0.496
H -5.21373 4.77990 -1.94848 0.382
H -4.56261 4.47617 -3.47607 0.382
H -4.85161 3.31203 -0.07003 0.209
H -3.99036 1.11709 0.72027 0.246
H -2.40467 0.32595 -3.15977 0.248
H -3.24710 2.52584 -3.96535 0.211
H 1.58831 0.20093 3.50813 0.197
H -0.30158 0.78135 5.09254 0.224
H -2.59938 0.91788 4.08165 0.194
S 1.49235 -5.00798 -1.28306 0.436
C 1.41232 -3.30164 -1.40124 -0.062
N 0.69706 -2.70636 -0.50081 -0.466
C 0.13051 -3.61800 0.39521 0.188
C -0.71352 -3.33657 1.46828 -0.209
C -1.17347 -4.38142 2.23888 -0.190
C -0.81410 -5.70543 1.96052 -0.202
C 0.00816 -6.00209 0.89469 -0.213
C 0.47154 -4.94447 0.11622 -0.247
H 1.94517 -2.76699 -2.17332 0.262
H -1.02129 -2.32687 1.67024 0.241
H -1.83221 -4.17054 3.07106 0.221
H -1.19549 -6.50609 2.58074 0.218
H 0.28438 -7.02290 0.66519 0.223
```

Output
* net charge: 0
* energy relative to the best compared isomer or geometry (same formula, charge and spin): 0.00 kcal per mole
* LUMO level: 0.479 eV
* orbital gap: 7.8 eV
* E_HOMO: -7.29 eV

No. 4
This record from the OMol25 dataset describes a molecular structure, C26H22AsCeN5O13. The level of theory is wB97M-V/def2-TZVPD.

The geometry in XYZ format:
```
68
Properties=species:S:1:pos:R:3:mulliken_charge:R:1
Ce 0.19960 -0.44820 -0.56110 0.183
O 3.15980 0.58500 4.84370 -0.563
C 2.60440 0.45150 3.76870 0.313
C 3.24520 0.06630 2.46010 -0.056
O 4.43550 0.16490 2.19830 -0.623
C 2.14260 -0.30150 1.55240 0.836
C 0.89850 0.11270 2.15640 0.979
O -0.22990 0.09470 1.56020 -0.377
C 1.14580 0.66570 3.48460 -0.197
O 0.34320 1.25270 4.21090 -0.672
O 2.24600 -0.81670 0.40480 -0.512
C 0.71910 0.14020 -4.11630 -1.254
N -0.11150 0.46040 -2.97450 0.431
C -1.31270 0.88090 -3.16470 -0.571
C -2.22440 1.06960 -2.09440 0.077
C -3.61420 1.24990 -2.17180 -0.869
C -4.09920 1.12360 -0.87910 -1.328
C -2.98910 0.89180 -0.06380 -0.878
N -1.84970 0.87220 -0.77220 1.556
C 1.33360 -1.20980 -3.83170 0.871
C 1.09800 -2.30770 -4.64480 -0.821
C 1.61610 -3.54900 -4.31300 -0.567
C 2.32750 -3.71350 -3.13810 -0.693
C 2.57520 -2.62160 -2.31810 -0.377
C 2.09860 -1.36470 -2.66960 -0.564
H 1.50930 0.89920 -4.19950 0.319
H 0.13660 0.12120 -5.05210 0.455
H -1.69840 1.06120 -4.17810 0.440
H -4.17730 1.41690 -3.07250 0.577
H -5.12570 1.17320 -0.56990 0.492
H -2.98900 0.72370 1.00320 0.496
H 0.51080 -2.19570 -5.54550 0.391
H 1.45480 -4.38840 -4.97360 0.407
H 2.71250 -4.68790 -2.87740 0.464
H 3.16320 -2.73500 -1.41890 0.499
H 2.39620 -0.48160 -2.09110 0.860
C -0.65970 2.90600 1.64540 -1.065
As 0.29470 2.82330 -0.05590 0.996
C 1.69440 4.17880 0.27930 -1.218
C -0.85360 3.74560 -1.36560 -1.158
O 1.12710 1.55200 -0.64440 -0.456
H -1.17390 3.86750 1.67040 0.545
H 0.05620 2.85680 2.46730 0.358
H -1.36690 2.08960 1.76140 0.193
H 1.28390 5.09110 0.70940 0.432
H 2.22200 4.40940 -0.64800 0.393
H 2.40950 3.73880 0.97800 0.376
H -0.80080 4.81860 -1.18490 0.509
H -1.88160 3.40580 -1.26330 0.300
H -0.50290 3.52570 -2.37340 0.321
O -4.95100 -6.28060 0.41140 -0.640
N -3.85350 -6.48820 0.90590 1.029
O -3.55460 -7.52970 1.46300 -0.618
C -2.87590 -5.46470 0.81020 -0.704
C -1.59700 -5.64660 1.32490 -0.394
C -0.64210 -4.65640 1.18110 -1.338
C -0.92030 -3.40080 0.52820 1.260
O -0.13520 -2.42890 0.47580 0.083
C -2.25420 -3.30770 -0.03220 0.426
C -3.20260 -4.27930 0.13570 -0.186
N -1.91760 -1.63060 -1.75360 -0.063
O -0.78810 -2.11490 -1.95230 -0.101
O -2.64230 -2.17710 -0.72780 -0.152
N 0.66530 -4.89260 1.70710 1.110
O 0.81710 -5.89060 2.39410 -0.680
O 1.56030 -4.12230 1.43820 -0.573
H -1.33730 -6.56680 1.83480 0.656
H -4.19490 -4.13630 -0.26560 0.632
```

Output
* net charge: 0
* energy relative to the best compared isomer or geometry (same formula, charge and spin): 42.67 kcal per mole
* LUMO level (spin up / spin down): -2.802 / -2.802 eV
* orbital gap (spin up / spin down): 5.3 / 5.3 eV
* E_HOMO (spin up / spin down): -8.10 / -8.10 eV